2 unconnected molecules or ions with the total composition C2H10N2S2 in a non-equilibrium geometry, computed with wB97M-V/def2-TZVPD.

As for the total charge: 0. The calculation puts the molecular weight at 126.250 g mol⁻¹. As for the structure (SMILES): CSS.NCN. The value obtained for the HOMO energy is -9.1 eV. As for the strongest force on any atom: 1.263 eV/A. The HOMO-LUMO gap is 9.702 eV. The value obtained for the LUMO energy is 0.58 eV. As for the energy above the lowest of the compared OMol25 structures with the same formula, charge and spin: 0.299 eV.

Element x y z (Å)
S: -1.4803 0.9129 -3.2161
S: -1.6451 -0.7577 -2.0418
N: 1.2392 -1.4316 1.0343
N: 1.3651 1.0647 1.2348
C: 1.5800 -0.1675 0.4370
C: -2.1191 0.0033 -0.4425
H: 1.7053 -1.5482 1.9095
H: 2.6464 -0.0777 0.2010
H: 0.3939 1.0688 1.5411
H: -3.1675 0.3009 -0.4596
H: -0.1576 1.0768 -3.0159
H: -1.9177 -0.6673 0.3946
H: -1.5690 0.9265 -0.2712
H: 1.8900 0.9365 2.0961
H: 0.2596 -1.6328 1.0552
H: 0.9769 -0.0076 -0.4563

Forces on atoms 1 to 6 (eV/Å):
0.26 -0.14 0.03
-0.16 0.15 0.56
0.74 0.20 -0.84
-0.32 -0.61 0.40
-0.15 1.25 0.11
-0.13 0.41 -0.13

Listed below, in e, are the Mulliken charges computed for each atom: -0.196, -0.069, -0.486, -0.588, -0.295, -0.789, 0.205, 0.338, 0.241, 0.387, 0.159, 0.238, 0.250, 0.222, 0.218, 0.163

***

A molecular structure, C31H39BN10O5S2Se2Ti, computed with wB97M-V/def2-TZVPD.

As for the total charge: -1. The calculation puts the molecular weight at 912.451 g mol⁻¹. The value obtained for the HOMO energy (spin up / spin down) is -4.1 / -4.3 eV. As for the strongest force on any atom: 0.362 eV/A. The HOMO-LUMO gap (spin up / spin down) is 6.201 / 6.354 eV. As for the expectation value of S²: 0.759. As for the spin multiplicity: 2. The value obtained for the LUMO energy (spin up / spin down) is 2.08 / 2.08 eV. As for the energy above the lowest of the compared OMol25 structures with the same formula, charge and spin: 0.394 eV.

Element x y z (Å)
Se: 0.9519 -2.0669 -1.6315
Se: -1.5592 -2.5440 0.7060
Ti: -0.2662 -0.3145 0.0636
S: 3.7821 2.0516 -2.0933
S: 3.5995 0.8651 0.6331
O: -2.5768 0.3824 -0.0441
O: 0.2068 -5.1413 1.4011
O: -0.5166 -4.8437 -3.4509
O: 1.6033 2.0295 -4.8904
O: -0.8065 0.4045 -1.8654
N: 0.8342 1.9211 5.5750
N: 1.3067 -0.7990 1.5915
N: 1.3536 1.7769 4.3386
N: 1.2706 1.1136 -2.4886
N: 0.5462 2.1589 2.0177
N: 0.1418 1.8244 0.7796
N: -1.3533 -0.0044 2.3701
N: 1.4828 -0.1235 2.7454
N: 1.6281 0.7820 -1.1887
N: -0.7839 0.6202 3.4294
C: -3.4811 -0.3111 -0.9278
C: 1.7815 2.4929 6.2997
C: 5.2702 2.1119 -1.0632
C: 2.0728 -1.8811 1.6491
C: -2.5890 -0.3099 2.7472
C: 2.7662 -1.9180 2.8621
C: -0.4852 1.1074 -4.1087
C: -1.6535 0.7116 4.4519
C: -0.6436 -5.5435 -2.2216
C: 0.1231 2.9436 0.0659
C: -2.9836 1.7435 0.1038
C: 4.8281 2.1704 0.3835
C: -0.4135 -5.6315 0.2305
C: 0.3266 1.6787 -5.1042
C: -4.4375 0.7559 -1.4442
C: 2.3540 -0.7861 3.5319
C: -2.3143 0.9740 -5.6926
C: 0.0055 0.8512 -2.7325
C: -0.4117 -4.6683 -0.9837
C: 2.9441 2.7207 5.5404
C: -0.2024 1.9034 -6.3770
C: 0.7421 3.4885 2.0964
C: 0.4838 4.0340 0.8573
C: -2.8335 0.1230 4.0545
C: -1.5938 -3.7049 -0.8776
C: 2.8102 1.1619 -0.9132
C: -4.4500 1.7537 -0.2866
C: -1.7949 0.7556 -4.4307
C: -1.5077 1.5572 -6.6652
C: 2.6225 2.2485 4.2915
C: 0.9536 -3.9657 -1.1155
B: 0.6392 1.1105 3.1592
H: 5.8371 2.9987 -1.3468
H: -3.7339 0.0085 4.6326
H: 4.3764 3.1371 0.6129
H: -2.8985 -0.8025 -1.7044
H: -1.4538 -5.9187 0.4386
H: 5.6574 1.9848 1.0660
H: -3.2330 -0.8379 2.0658
H: 5.8764 1.2239 -1.2451
H: 0.4429 2.3464 -7.1245
H: -0.1222 2.9108 -0.9834
H: 2.6079 -0.4129 4.5094
H: 0.5530 5.0681 0.5674
H: -1.8985 1.7341 -7.6602
H: -0.2138 -4.2849 1.5999
H: -3.9954 -1.0773 -0.3444
H: -2.3896 0.2937 -3.6554
H: 1.5967 2.7141 7.3392
H: 1.0469 3.9500 3.0191
H: 0.1302 -6.5440 -0.0322
H: 3.8739 3.1620 5.8556
H: -4.0256 1.2354 -2.3351
H: 1.5192 -4.4341 -1.9215
H: -5.4180 0.3496 -1.6907
H: 3.4567 -2.6700 3.2011
H: 1.8248 1.7503 -3.9640
H: -2.7792 2.0426 1.1322
H: -4.8029 2.7464 -0.5653
H: -2.5175 -4.2858 -0.8241
H: -3.3322 0.6868 -5.9223
H: 1.5184 -4.1164 -0.1980
H: -0.5545 -3.8936 -3.2770
H: -1.3546 1.1785 5.3718
H: -1.6373 -6.0091 -2.1538
H: 2.0952 -2.5561 0.8126
H: -5.0632 1.3807 0.5377
H: -2.4027 2.3719 -0.5774
H: 3.1902 2.1956 3.3757
H: -1.6509 -3.0503 -1.7457
H: 0.1004 -6.3470 -2.2452

Forces on atoms 1 to 6 (eV/Å):
0.10 -0.04 -0.06
-0.02 -0.07 -0.02
0.06 0.09 0.08
0.04 0.04 0.03
0.00 0.03 -0.10
0.05 -0.13 0.01

Listed below, in e, are the Mulliken charges computed for each atom: -0.050, -0.399, 1.252, -0.157, -0.001, 0.892, -0.536, -0.544, -0.720, -0.479, -1.215, 0.407, 0.760, -0.867, 0.632, 1.207, 0.360, 0.975, 0.879, 0.016, -0.272, -0.444, -0.623, -0.463, -0.263, -1.667, -0.541, -0.024, -1.032, -0.664, -0.387, -0.609, -1.140, 0.443, -0.726, -0.182, -1.070, 0.261, 1.611, -1.048, -0.811, -0.330, -1.713, -1.677, -1.237, -0.306, -0.729, -0.511, -0.313, -0.451, -1.390, -0.061, 0.404, 0.437, 0.241, -0.117, 0.236, 0.498, 0.497, 0.290, 0.428, 0.515, 0.424, 0.464, 0.366, 0.211, 0.423, 0.507, 0.429, 0.465, 0.469, 0.442, 0.164, 0.277, 0.461, 0.465, 0.652, 0.157, 0.443, 0.691, 0.428, 0.626, 0.326, 0.505, 0.342, 0.270, 0.284, 0.147, 0.531, 0.102, 0.457

***

C5H7NO2 in the gas phase in a non-equilibrium geometry, computed with wB97M-V/def2-TZVPD.

As for the total charge: 0. The calculation puts the molecular weight at 113.116 g mol⁻¹. As for the structure (SMILES): [H]/N=C\O[C@@]1(C)OC1=C. The value obtained for the HOMO energy is -9.0 eV. As for the strongest force on any atom: 3.804 eV/A. The HOMO-LUMO gap is 8.812 eV. The value obtained for the LUMO energy is -0.22 eV. As for the energy above the lowest of the compared OMol25 structures with the same formula, charge and spin: 4.854 eV.

Element x y z (Å)
O: 1.4322 0.7648 0.6899
O: -0.8215 1.4912 0.3420
N: -2.1933 -0.6688 0.7039
C: 0.5178 1.0529 -1.6292
C: 0.7021 -0.3814 0.5814
C: -1.4052 0.1365 1.1871
C: 0.9959 -1.6649 0.7302
C: 0.2490 0.9103 -0.1586
H: 1.4209 0.5204 -1.9177
H: -2.0639 -1.0891 -0.2061
H: -1.3701 0.5287 2.1915
H: 0.2625 -2.4224 0.5008
H: -0.3370 0.6885 -2.1982
H: 1.9855 -1.9843 1.0274
H: 0.6250 2.1178 -1.8443

Forces on atoms 1 to 6 (eV/Å):
0.28 0.32 0.15
-1.35 -1.58 1.37
1.28 -0.92 0.54
0.05 0.36 0.28
0.88 1.38 -1.98
-1.90 3.18 -0.87

Listed below, in e, are the Mulliken charges computed for each atom: -0.475, -0.473, -0.495, -1.141, 0.081, 0.113, -0.771, 1.056, 0.358, 0.273, 0.371, 0.235, 0.266, 0.278, 0.323

***

2 unconnected molecules or ions with the total composition C4H11NO2, computed with wB97M-V/def2-TZVPD.

As for the total charge: 0. The calculation puts the molecular weight at 105.137 g mol⁻¹. As for the structure (SMILES): CC(N)=O.CCO. The value obtained for the HOMO energy is -9.5 eV. As for the strongest force on any atom: 0.894 eV/A. The HOMO-LUMO gap is 10.371 eV. The value obtained for the LUMO energy is 0.89 eV. As for the energy above the lowest of the compared OMol25 structures with the same formula, charge and spin: 0.638 eV.

Element x y z (Å)
O: -0.4963 2.6566 1.1220
O: -1.2653 -0.4727 0.0385
N: 0.9317 2.8925 -0.6059
C: -1.2006 -2.7147 -0.9877
C: 1.4312 1.2517 1.1265
C: -0.5777 -1.7254 0.0028
C: 0.5226 2.3050 0.5634
H: -0.5604 -3.6007 -1.0275
H: 1.1400 0.9668 2.1272
H: 0.4333 3.7205 -0.8969
H: 2.4752 1.5826 1.1458
H: -0.5813 -2.1635 0.9976
H: 0.4379 -1.5269 -0.3484
H: -2.1867 -3.0603 -0.6758
H: -1.2737 -2.2435 -1.9715
H: 1.5662 2.4331 -1.2316
H: -2.1974 -0.6847 0.1512
H: 1.4015 0.3837 0.4705

Forces on atoms 1 to 6 (eV/Å):
0.19 0.18 0.08
0.23 -0.40 -0.16
-0.02 0.09 0.22
0.30 0.16 0.26
0.61 -0.20 -0.38
-0.61 -0.08 -0.65

Listed below, in e, are the Mulliken charges computed for each atom: -0.603, -0.472, -0.407, -1.155, -0.864, -0.159, 0.738, 0.320, 0.269, 0.226, 0.408, 0.267, 0.260, 0.355, 0.320, 0.187, 0.264, 0.047

***

11 unconnected molecules or ions with the total composition C66H55N11O22 in a non-equilibrium geometry, computed with wB97M-V/def2-TZVPD.

As for the total charge: 0. The calculation puts the molecular weight at 1354.221 g mol⁻¹. As for the structure (SMILES): O=[N+]([O-])c1ccccc1.O=[N+]([O-])c1ccccc1.O=[N+]([O-])c1ccccc1.O=[N+]([O-])c1ccccc1.O=[N+]([O-])c1ccccc1.O=[N+]([O-])c1ccccc1.O=[N+]([O-])c1ccccc1.O=[N+]([O-])c1ccccc1.O=[N+]([O-])c1ccccc1.O=[N+]([O-])c1ccccc1.O=[N+]([O-])c1ccccc1. The value obtained for the HOMO energy is -10.0 eV. As for the strongest force on any atom: 2.198 eV/A. The HOMO-LUMO gap is 9.040 eV. The value obtained for the LUMO energy is -0.95 eV. As for the energy above the lowest of the compared OMol25 structures with the same formula, charge and spin: 0.000 eV.

Element x y z (Å)
O: 5.1476 -0.9344 -3.9961
O: -1.9700 7.6395 -3.6924
O: 1.5181 1.7652 -0.6666
O: -3.5956 -0.0125 4.4320
O: 5.4798 1.7984 -1.2020
O: -5.0699 -5.9349 0.4943
O: -1.8107 7.6120 0.8216
O: -4.6330 1.1323 5.9396
O: 0.1907 7.4109 0.0762
O: 4.0920 2.0300 0.4145
O: 1.7462 -4.1151 -1.5254
O: 1.8410 -0.1656 -1.5164
O: -0.5301 -0.4641 -9.1582
O: 4.3663 -1.6706 -5.8647
O: -3.5837 7.4580 -2.2907
O: -3.8799 -7.5993 1.0836
O: -1.0246 1.2066 5.2010
O: 2.7295 -5.6502 -0.3963
O: -0.8937 1.6466 7.3138
O: -3.0238 -4.1526 2.2110
O: -3.2752 -4.3058 4.3284
O: 0.0045 -2.5484 -9.4197
N: -0.2184 -1.5630 -8.7426
N: -4.0355 -6.5563 0.4867
N: 2.5981 -4.4959 -0.7421
N: 4.4890 -0.8232 -5.0018
N: -0.7490 7.0263 0.7546
N: 1.3147 0.5766 -0.7156
N: -2.6652 -4.5264 3.3094
N: -4.3206 0.8981 4.7897
N: -2.5717 7.0292 -2.8169
N: 4.6796 2.4479 -0.5633
N: -0.9710 0.8739 6.3835
C: -0.6688 5.5527 -2.4972
C: 0.2739 -2.0164 -4.5339
C: 4.0715 -2.5431 -1.1321
C: 4.4144 3.8182 -0.9275
C: 0.3251 -0.7607 -5.1255
C: -0.1413 4.3019 -2.1904
C: -1.3946 -5.2396 3.3882
C: -1.7648 -2.3200 8.1123
C: 0.3505 -0.0612 0.1897
C: -4.8210 1.7653 3.7194
C: 3.4127 1.1996 -4.1066
C: 3.6794 0.4063 -5.2088
C: -0.1281 -1.3258 -0.1105
C: -1.1075 -1.9268 0.6653
C: 2.6751 1.9788 -6.6727
C: -0.5444 5.8090 1.5300
C: 2.9219 5.7132 -0.9041
C: -0.5869 -5.3150 2.2640
C: -0.9903 -5.3839 -2.2256
C: -2.9690 -6.1642 -0.4388
C: -1.9734 -7.0779 -0.7582
C: -0.1354 0.6449 1.2792
C: 5.2601 4.5140 -1.7487
C: -5.2351 2.0721 1.3344
C: -0.4765 -1.4691 5.7986
C: 3.3380 0.7679 -6.4949
C: -2.0003 -4.5021 -1.8567
C: -2.9049 4.7458 -2.0013
C: 0.9759 -6.6552 3.5236
C: -0.2285 -2.9984 -6.7168
C: -0.0175 -3.0971 -5.3374
C: -1.0398 0.0085 2.1341
C: 0.5946 -6.0407 2.3496
C: 0.1707 -6.5430 4.6519
C: 3.9313 -3.5307 1.0694
C: -4.7318 1.3455 2.3869
C: -5.9055 3.7700 2.9112
C: -1.4571 3.9816 2.8064
C: 2.6148 2.3286 -4.2897
C: -3.0146 -4.9137 -0.9949
C: -1.0166 -6.6713 -1.6714
C: -0.4435 -2.8088 6.1220
C: -5.9163 3.2686 1.6375
C: -0.9985 3.3190 -1.7147
C: -1.1229 -0.5575 6.6330
C: 3.5445 -3.5095 -0.2731
C: 3.1988 4.4191 -0.5311
C: -0.1474 -1.7383 -7.2851
C: -2.0273 5.7564 -2.4085
C: -1.1525 -3.1965 7.2445
C: 5.4280 -1.7015 0.6488
C: -1.6306 5.0603 1.9758
C: 0.0644 -0.6206 -6.4713
C: 4.8819 -2.6433 1.5099
C: -2.3750 3.5545 -1.5699
C: 3.8563 6.4397 -1.6422
C: 2.2366 2.6807 -5.5880
C: -5.4507 2.9688 3.9712
C: -1.7674 -0.9486 7.7909
C: -0.1622 3.6568 3.1983
C: 5.0406 5.8515 -2.0762
C: -1.5849 -1.2080 1.7559
C: 0.7503 5.5122 1.9578
C: 0.9188 4.4543 2.8536
C: -1.0068 -5.8120 4.5968
C: 4.9505 -1.5991 -0.6455
H: -6.3503 4.7183 3.1771
H: -1.5921 -5.7673 5.5039
H: 3.6606 7.4810 -1.8656
H: -2.0489 -3.5548 -2.3806
H: -2.3096 3.3831 3.0975
H: 0.2871 -1.8122 -0.9844
H: 1.5649 6.1941 1.7586
H: -5.1210 1.6807 0.3353
H: -0.5695 2.3358 -1.5891
H: -0.8672 -4.7826 1.3656
H: 1.9097 4.2752 3.2463
H: -1.3276 0.3532 3.1171
H: -5.4870 3.3580 4.9813
H: 5.3356 -0.8030 -1.2680
H: -2.6292 5.3219 1.6462
H: -4.2695 0.3860 2.1882
H: -0.1241 -4.0848 -4.9105
H: 0.0165 6.3255 -2.8155
H: 0.0427 -3.5738 5.5362
H: -2.2137 -0.2580 8.4905
H: 1.1744 -6.0504 1.4334
H: 2.3344 2.9202 -3.4311
H: 2.4512 3.8821 0.0384
H: -3.9766 4.8867 -2.0010
H: 3.5591 -4.3155 1.7156
H: -0.1832 -7.3362 -1.8637
H: 0.4632 -7.0680 5.5508
H: 6.1144 -0.9721 1.0588
H: -2.9911 2.7091 -1.2943
H: -1.1249 -4.2495 7.5108
H: -1.5277 -2.8701 0.3470
H: 0.9065 4.0911 -2.3421
H: 0.1270 -1.0233 5.0154
H: -3.8467 -4.2546 -0.7888
H: -0.4273 -3.9101 -7.2581
H: -0.3121 -5.1069 -3.0140
H: -6.2742 3.8617 0.8038
H: 0.1358 2.7711 3.7458
H: 3.7502 -2.4941 -2.1642
H: 1.7356 3.6381 -5.6902
H: 3.5941 0.9708 -3.0653
H: 0.0799 0.3574 -6.9328
H: 0.5648 0.0994 -4.5121
H: 2.0145 6.2221 -0.6043
H: 5.7280 6.4214 -2.6817
H: 5.2651 -2.7638 2.5155
H: 3.7083 0.2115 -7.3430
H: -2.2745 -2.6660 8.9984
H: 6.1491 4.0249 -2.1303
H: 0.5214 -2.1376 -3.4868
H: 2.5482 2.3448 -7.6834
H: -1.9175 -8.0197 -0.2350
H: 1.9332 -7.1579 3.5664
H: -2.2881 -1.6435 2.4598
H: 0.1616 1.6510 1.5425

Forces on atoms 1 to 6 (eV/Å):
0.21 0.09 0.30
0.02 -0.41 0.33
-0.12 0.57 0.33
-0.07 -0.08 0.28
0.22 0.03 -0.43
-0.09 0.79 0.07

Mulliken atomic charge list, values in e, 99 entries: -0.621, -0.598, -0.111, -0.372, -0.599, -0.621, -0.611, -0.632, -0.620, -0.631, -0.464, -0.364, -0.591, -0.626, -0.595, -0.665, -0.449, -0.609, -0.594, -0.529, -0.658, -0.586, 1.006, 1.194, 1.048, 1.127, 1.144, 0.754, 1.126, 0.883, 1.038, 1.210, 0.894, -0.531, -0.251, -0.179, -1.022, -0.391, 0.511, -0.268, -0.837, -0.371, -0.104, 0.171, 0.209, -0.346, 0.309, -0.901, -0.060, -0.138, 0.563, -0.409, -0.060, -0.510, -0.188, -0.265, -0.379, -0.146, -0.588, -0.041, -0.592, -0.772, -0.899, -0.200, 0.322, -1.016, -0.357, -0.605, 0.027, -0.635, 0.122, -0.382, -0.257, -0.663, -0.904, -0.631, -0.557, 0.261, 0.283, 0.561, -0.005, 0.065, -0.120, -0.918, -0.640, -0.580, -0.593, -0.613, -0.781, -0.377, -0.305, -0.357, -0.385, -0.839, -1.263, -0.632, -0.821, -0.591, -0.091

***

C13H12Cl2Si in the gas phase in a non-equilibrium geometry, computed with wB97M-V/def2-TZVPD.

As for the total charge: 0. The calculation puts the molecular weight at 267.231 g mol⁻¹. As for the structure (SMILES): Cc1ccc([Si](Cl)(Cl)c2ccccc2)cc1. The value obtained for the HOMO energy is -9.4 eV. As for the strongest force on any atom: 4.165 eV/A. The HOMO-LUMO gap is 10.067 eV. The value obtained for the LUMO energy is 0.68 eV. As for the energy above the lowest of the compared OMol25 structures with the same formula, charge and spin: 0.473 eV.

Element x y z (Å)
Cl: 0.6256 3.6397 -0.4204
Cl: 1.9642 1.9250 2.2728
Si: 0.6799 1.7821 0.6718
C: 1.9373 -2.9117 -2.9311
C: 1.2693 0.4254 -0.4883
C: -0.9702 1.3360 1.3990
C: 2.4542 -1.5539 -0.9419
C: -1.6480 2.2932 2.1248
C: -2.8747 2.0569 2.7135
C: -2.7301 -0.1661 1.8718
C: -1.5059 0.0887 1.2533
C: 0.5119 0.2718 -1.6114
C: -3.4299 0.8529 2.5468
C: 1.6307 -1.7573 -2.0495
C: 0.7039 -0.8669 -2.4186
C: 2.2700 -0.3934 -0.2241
H: -3.4552 2.7891 3.2116
H: -0.1425 1.1253 -1.8525
H: -1.0124 -0.6450 0.6453
H: -1.2567 3.3246 2.2107
H: 1.6887 -2.7104 -3.9763
H: -3.1219 -1.1367 1.7123
H: 2.8388 -0.2184 0.6343
H: 3.2327 -2.2387 -0.6535
H: 1.5282 -3.8184 -2.5599
H: 0.2126 -1.0230 -3.3393
H: -4.3545 0.6805 3.0844
H: 2.9540 -3.1512 -2.8856

Forces on atoms 1 to 6 (eV/Å):
-0.04 -1.18 0.88
0.10 0.23 -0.14
0.36 0.29 -0.76
-0.53 0.22 -0.51
-2.25 3.48 0.40
1.03 1.47 -0.39

Listed below, in e, are the Mulliken charges computed for each atom: -0.319, -0.297, 0.669, -1.560, 0.124, 0.363, -0.745, -0.336, -0.619, -0.639, -0.068, -0.207, -0.410, 0.999, -0.906, -0.418, 0.407, 0.310, 0.388, 0.213, 0.362, 0.387, 0.433, 0.370, 0.315, 0.416, 0.343, 0.424

***

- Look up the total charge of the first one.
  0

***

- Number 3 is which compound?
  C5H7NO2

***

- Which of these has the highest strongest force on any atom?
  C13H12Cl2Si